A cluster of 2 separate species, C5H10N2O in total in a non-equilibrium geometry. Source: the OMol25 dataset; level of theory: the ωB97M-V functional and the def2-TZVPD basis.

Geometry as ORCA input:
```
! wB97M-V def2-TZVPD RIJCOSX def2/J DEFGRID3
* xyz 0 1
C 0.736 -0.094 0.078
C 0.247 -1.509 -0.337
C -1.505 -0.193 -0.230
C -0.499 0.655 0.177
C 0.391 0.304 1.431
H 2.254 1.238 -0.628
H 3.010 -0.447 -0.314
H 0.182 -1.536 -1.534
H 1.050 -2.289 0.175
H -1.830 -0.250 -1.237
H -2.507 -0.229 0.242
H 0.221 1.922 -1.366
H -0.745 2.662 0.376
H -0.175 -0.285 2.226
H 1.188 1.026 1.803
N 2.104 0.180 -0.508
N -0.834 2.006 -0.466
O -0.970 -1.511 0.046
*
```

HOMO-LUMO gap ... 9.5 eV
Energy relative to the best compared isomer or geometry (same formula, charge and spin) ... 152.4 kcal per mole

A structure of composition C20H28BrF3N3O3Os. Source: the OMol25 dataset; level of theory: the ωB97M-V functional and the def2-TZVPD basis.

Geometry as ORCA input:
```
! wB97M-V def2-TZVPD RIJCOSX def2/J DEFGRID3
* xyz 1 5
Os 2.478 1.708 -0.045
C -5.196 1.130 1.138
C -4.499 -0.216 0.950
C -4.695 -1.058 2.223
C -5.138 -0.941 -0.246
C -3.010 -0.069 0.697
C -2.376 1.187 0.684
C -1.032 1.271 0.468
Br -0.228 2.966 0.529
C -0.223 0.082 0.228
O 1.013 0.134 -0.011
C -0.883 -1.220 0.269
C -2.229 -1.233 0.490
C -0.070 -2.492 0.065
C -0.956 -3.734 0.182
C 1.021 -2.595 1.144
C 0.557 -2.500 -1.339
H -6.261 0.958 1.291
H -5.093 1.774 0.263
H -4.827 1.668 2.012
H -5.761 -1.160 2.424
H -4.231 -0.584 3.089
H -4.280 -2.060 2.119
H -6.208 -1.047 -0.069
H -4.728 -1.941 -0.389
H -5.003 -0.380 -1.172
H -2.946 2.085 0.862
H -2.743 -2.181 0.519
H -1.422 -3.818 1.165
H -0.334 -4.618 0.042
H -1.736 -3.759 -0.581
H 0.582 -2.621 2.142
H 1.728 -1.770 1.103
H 1.571 -3.527 1.001
H -0.215 -2.438 -2.109
H 1.091 -3.441 -1.483
H 1.259 -1.682 -1.483
N 4.628 0.561 0.400
C 4.794 0.561 1.866
C 3.553 1.026 2.611
O 3.419 0.890 3.788
O 2.590 1.604 1.857
H 4.687 -0.378 0.026
H 5.348 1.116 -0.048
H 5.612 1.226 2.144
H 5.055 -0.432 2.228
F 4.575 3.309 -1.358
C 3.725 3.370 -0.283
F 4.537 3.580 0.786
F 3.023 4.521 -0.461
N 2.653 1.550 -4.264
C 1.571 2.393 -4.161
C 1.325 2.523 -2.836
N 2.248 1.763 -2.137
C 3.033 1.196 -3.033
H 3.103 1.255 -5.115
H 1.092 2.820 -5.022
H 0.580 3.112 -2.332
H 3.873 0.555 -2.826
*
```

HOMO-LUMO gap (alpha / beta) ... 8.4 / 6.1 eV

A structure of composition C38H63IrN5O5Se. Source: the OMol25 dataset; level of theory: the ωB97M-V functional and the def2-TZVPD basis.

Geometry as ORCA input:
```
! wB97M-V def2-TZVPD RIJCOSX def2/J DEFGRID3
* xyz 1 1
Ir 0.143 -1.852 -1.412
C -3.394 1.811 3.993
C -4.376 1.182 2.994
C -5.061 -0.025 3.649
C -5.447 2.220 2.659
C -3.612 0.721 1.754
C -2.584 -0.197 1.875
C -1.892 -0.610 0.748
Se -0.324 -1.674 0.914
C 0.906 -0.224 1.164
C 1.164 0.229 2.450
C 1.986 1.326 2.635
C 2.476 1.941 1.478
C 2.218 1.533 0.175
C 1.435 0.363 0.013
O 1.222 -0.183 -1.180
C 2.793 2.393 -0.963
C 4.328 2.345 -0.897
C 2.371 1.985 -2.379
C 2.322 3.844 -0.770
C 2.320 1.904 4.009
C 1.705 1.077 5.138
C 3.842 1.930 4.202
C 1.770 3.333 4.104
C -2.175 -0.169 -0.555
O -1.552 -0.659 -1.618
C -3.199 0.805 -0.682
C -3.874 1.201 0.467
C -3.539 1.405 -2.047
C -4.116 0.298 -2.942
C -2.280 2.011 -2.688
C -4.583 2.520 -1.954
H -3.926 2.156 4.883
H -2.883 2.666 3.547
H -2.636 1.096 4.317
H -5.623 0.288 4.530
H -4.333 -0.775 3.966
H -5.754 -0.502 2.953
H -5.964 2.516 3.573
H -6.196 1.823 1.971
H -5.016 3.120 2.217
H -2.298 -0.584 2.846
H 0.699 -0.271 3.291
H 3.093 2.822 1.609
H 4.687 1.317 -1.001
H 4.708 2.739 0.046
H 4.760 2.937 -1.707
H 2.784 1.018 -2.663
H 2.758 2.730 -3.077
H 1.288 1.940 -2.487
H 2.629 4.260 0.189
H 1.233 3.903 -0.830
H 2.741 4.477 -1.554
H 2.064 0.045 5.129
H 0.615 1.066 5.083
H 1.981 1.511 6.100
H 4.263 0.924 4.129
H 4.093 2.329 5.187
H 4.335 2.557 3.457
H 0.685 3.339 3.977
H 2.200 3.982 3.339
H 2.003 3.766 5.079
H -4.651 1.940 0.358
H -3.410 -0.527 -3.003
H -4.315 0.679 -3.946
H -5.058 -0.071 -2.528
H -1.504 1.263 -2.831
H -1.883 2.806 -2.053
H -2.534 2.450 -3.656
H -5.538 2.162 -1.564
H -4.767 2.915 -2.955
H -4.241 3.347 -1.329
N 1.320 -1.977 -3.231
C 2.360 -3.038 -3.143
C 3.770 -2.439 -3.333
C 4.160 -1.257 -2.405
C 5.352 -1.484 -1.472
N 5.096 -2.411 -0.374
C 4.497 -2.076 0.768
N 4.379 -0.802 1.137
N 4.053 -3.053 1.566
C 2.266 -3.784 -1.816
O 3.001 -4.752 -1.615
O 1.417 -3.356 -0.957
H 0.781 -2.031 -4.088
H 1.749 -1.053 -3.214
H 2.194 -3.774 -3.928
H 3.825 -2.092 -4.367
H 4.486 -3.260 -3.260
H 3.311 -0.924 -1.801
H 4.422 -0.404 -3.033
H 5.679 -0.532 -1.052
H 6.212 -1.869 -2.020
H 4.978 -3.387 -0.627
H 4.755 -0.047 0.591
H 3.885 -0.550 1.976
H 3.771 -3.909 1.088
H 3.499 -2.797 2.366
C -4.600 -3.509 -2.177
N -3.211 -3.590 -1.748
C -3.002 -3.842 -0.326
C -2.175 -3.372 -2.535
C -2.370 -3.031 -3.987
O -0.996 -3.506 -2.093
H -5.101 -4.451 -1.957
H -4.671 -3.316 -3.241
H -5.104 -2.705 -1.638
H -3.778 -4.518 0.028
H -3.064 -2.902 0.226
H -2.025 -4.292 -0.176
H -2.665 -3.919 -4.549
H -1.420 -2.674 -4.370
H -3.122 -2.261 -4.141
*
```

HOMO-LUMO gap ... 7.7 eV

A structure of composition C3H9N in a non-equilibrium geometry. Source: the OMol25 dataset; level of theory: the ωB97M-V functional and the def2-TZVPD basis.

Geometry as ORCA input:
```
! wB97M-V def2-TZVPD RIJCOSX def2/J DEFGRID3
* xyz 0 1
C 0.186 1.301 0.007
C 0.883 -0.873 -0.567
C -1.175 -0.347 0.353
H 1.416 1.554 -0.076
H -0.141 1.147 1.318
H -0.531 1.949 -0.753
H 1.804 -0.680 -1.085
H 0.498 -1.890 -0.653
H 1.235 -0.934 0.390
H -1.991 0.440 0.367
H -1.354 -1.314 -0.001
H -0.735 -0.517 1.371
N -0.095 0.162 -0.669
*
```

HOMO-LUMO gap ... 10.1 eV
Energy relative to the best compared isomer or geometry (same formula, charge and spin) ... 94.1 kcal per mole

A cluster of 2 separate species, C4H10N2O4S in total in a non-equilibrium geometry. Source: the OMol25 dataset; level of theory: the ωB97M-V functional and the def2-TZVPD basis.

Geometry as ORCA input:
```
! wB97M-V def2-TZVPD RIJCOSX def2/J DEFGRID3
* xyz 0 1
C -2.491 -0.968 0.149
C -1.444 1.797 -0.239
C 2.402 -0.897 -1.269
C -0.810 0.612 0.462
N -1.798 -2.049 0.246
N -0.591 0.558 1.821
O -3.517 -0.527 -0.260
O 2.306 0.282 1.202
O 1.095 -1.823 0.681
O 0.328 0.255 -0.341
S 1.562 -0.531 0.288
H -0.782 2.765 0.047
H -1.513 1.704 -1.267
H -2.381 2.061 0.000
H 3.387 -1.030 -1.150
H 2.085 -1.846 -1.593
H 1.944 -0.353 -2.098
H -0.921 -1.948 0.659
H -2.122 -2.807 -0.311
H 0.245 0.076 2.126
H -0.510 1.425 2.342
*
```

HOMO-LUMO gap ... 7.5 eV
Energy relative to the best compared isomer or geometry (same formula, charge and spin) ... 66.3 kcal per mole